ORCA calculation (ωB97M-V with the def2-TZVPD basis set) on a cluster of 11 separate species, C55H93N4O22 in total.

Structure (XYZ):
```
174
Properties=species:S:1:pos:R:3:forces:R:3
C -1.0449 -1.8540 1.1888 0.21 0.00 0.49
C -2.3382 -1.9372 0.1364 1.04 1.02 1.15
O -3.5428 -1.7451 1.0074 1.27 -2.69 -1.18
C -2.3626 -3.3411 -0.7109 0.73 -0.52 0.99
N -1.8518 -3.1417 -2.1536 -0.74 -0.45 -1.76
C -0.3412 -3.0924 -2.2932 1.75 0.74 -1.13
C 0.1564 -1.5383 -2.6573 0.70 -0.43 0.17
C 1.5879 -1.2768 -1.8353 -1.19 0.35 0.09
C 2.5606 -0.2375 -2.6578 -0.25 -0.26 -0.22
N 3.6255 0.4301 -1.8003 -1.10 -0.68 -0.59
C -2.6587 -3.0126 -3.2557 -1.09 0.32 0.84
N -2.2353 -2.8590 -4.6915 -1.28 -1.84 2.62
C -3.0777 -3.8378 -5.5384 -1.04 -1.61 -0.36
C -4.6707 -3.4568 -5.5751 0.45 0.59 1.07
C -4.9289 -2.4920 -4.2331 -2.21 -0.89 -1.25
C -6.5556 -2.6917 -3.8971 0.38 0.93 -1.39
C -7.2264 -1.4056 -3.1347 -1.72 -1.56 0.30
C -7.5708 -1.8715 -1.5859 0.27 0.70 0.80
C -6.6498 -1.0167 -0.5333 -0.71 -0.93 0.27
O -6.8141 0.4305 -0.7407 1.92 -0.99 -0.01
N -4.1803 -3.0232 -2.9953 3.09 2.18 -2.06
H -0.3166 -0.9703 0.9473 -1.39 -1.78 0.28
H -0.4180 -2.8414 1.2291 -1.10 1.86 -0.25
H -1.4275 -1.6639 2.3025 0.58 -0.40 -2.58
H -2.2259 -0.9999 -0.5941 -0.70 -2.13 1.54
H -3.6176 -2.6517 1.4689 -0.03 2.15 -0.76
H -1.5407 -4.0441 -0.2050 -1.91 1.47 -1.28
H -3.3668 -3.9393 -0.6580 1.77 1.51 -0.39
H 0.0493 -3.7613 -3.1988 -1.17 1.16 1.95
H 0.2396 -3.5027 -1.3401 -1.82 1.03 -1.87
H -0.6704 -0.7305 -2.3672 1.81 -1.83 -0.60
H 0.3430 -1.4806 -3.8292 -0.46 -0.03 2.42
H 2.0904 -2.3312 -1.6155 -0.79 2.33 -0.65
H 1.2908 -0.8425 -0.7765 0.81 -0.87 -2.29
H 3.0179 -0.8658 -3.5625 -0.62 1.41 1.96
H 1.9568 0.6464 -3.1723 0.98 -1.97 1.23
H 3.2110 1.2431 -1.2914 0.54 -1.39 -0.39
H 4.1012 -0.2425 -1.1597 -0.84 0.93 -0.65
H -1.2612 -3.1646 -4.8898 -0.66 0.62 0.88
H -2.6781 -3.8988 -6.6374 -0.41 0.29 2.33
H -2.9220 -4.8941 -5.0050 -0.55 2.06 -1.53
H -5.3689 -4.4062 -5.4891 1.70 1.84 -0.08
H -4.9933 -2.9013 -6.5708 0.86 -0.96 2.26
H -4.6757 -1.3535 -4.4529 -0.45 -2.47 0.44
H -7.1316 -2.7969 -4.9370 1.50 0.17 2.12
H -6.6838 -3.7197 -3.3517 0.25 2.09 -0.83
H -6.6208 -0.4073 -3.2132 -1.03 -2.05 0.32
H -8.2884 -1.2298 -3.6513 2.49 -0.18 1.04
H -8.7152 -1.7322 -1.3014 2.48 -0.07 -0.75
H -7.3424 -3.0235 -1.3842 -0.38 2.47 -0.60
H -7.0273 -1.2702 0.5457 0.94 0.39 -1.91
H -5.5321 -1.3488 -0.6352 -1.93 0.69 0.27
H -5.9031 0.8443 -0.6884 -1.72 -0.75 0.02
H -4.4235 -2.2937 -2.2588 0.76 -1.43 -0.67
O 2.2519 -1.5209 1.2322 -0.32 1.37 0.00
C 2.4521 -0.3983 1.6657 0.41 -1.15 -0.19
O 1.9825 0.7456 1.0868 -0.38 -1.39 -0.31
C 2.4963 1.8733 1.7939 0.20 1.12 0.32
C 2.8627 1.3535 3.1593 -0.03 0.53 0.73
C 3.2785 -0.0669 2.8713 -0.24 0.11 0.22
H 3.3641 2.2609 1.2500 -0.03 -0.06 0.00
H 1.7328 2.6549 1.8462 0.06 -0.22 -0.22
H 3.6391 1.9455 3.6512 -0.31 -0.19 -0.24
H 1.9769 1.3529 3.8061 0.15 -0.01 -0.16
H 4.3377 -0.1356 2.6085 -0.02 -0.11 0.02
H 3.0423 -0.7311 3.7059 0.28 -0.01 -0.48
O 2.7930 0.1012 5.7421 -1.46 -1.66 0.38
C 2.0243 -0.7788 6.0926 1.27 1.92 -0.15
O 1.0839 -1.3473 5.2822 0.58 0.46 -0.08
C 0.2943 -2.2566 6.0473 -0.62 -0.44 -0.10
C 1.1454 -2.6196 7.2359 0.03 -0.75 0.57
C 1.9383 -1.3590 7.4718 0.11 -0.45 0.28
H -0.6338 -1.7536 6.3386 0.07 0.03 -0.03
H 0.0474 -3.1320 5.4397 0.05 0.28 -0.10
H 0.5605 -2.9373 8.1032 0.01 -0.01 -0.17
H 1.8262 -3.4370 6.9689 -0.17 0.08 0.04
H 1.4058 -0.6589 8.1215 0.26 0.07 -0.13
H 2.9316 -1.5784 7.8699 -0.12 0.38 -0.03
O 5.5519 2.5805 3.9532 0.08 1.77 0.16
C 5.7521 3.7031 4.3867 0.07 -1.41 -0.64
O 5.2825 4.8470 3.8078 -0.09 -1.10 -0.08
C 5.7963 5.9747 4.5148 0.04 0.82 0.06
C 6.1627 5.4549 5.8803 0.15 0.46 0.77
C 6.5785 4.0345 5.5923 -0.12 0.08 0.46
H 6.6641 6.3623 3.9709 -0.07 -0.05 -0.01
H 5.0328 6.7563 4.5672 0.05 -0.22 -0.25
H 6.9391 6.0469 6.3722 -0.18 -0.07 -0.07
H 5.2769 5.4543 6.5270 0.18 0.02 -0.07
H 7.6377 3.9658 5.3295 -0.07 -0.14 0.00
H 6.3423 3.3703 6.4269 0.24 -0.06 -0.38
O 6.9930 4.5735 8.9467 -1.37 -1.46 -0.02
C 6.2243 3.6935 9.2972 1.16 1.72 -0.47
O 5.2839 3.1250 8.4868 0.75 0.55 0.09
C 4.4943 2.2157 9.2519 -0.76 -0.55 -0.06
C 5.3454 1.8527 10.4405 -0.01 -0.70 0.56
C 6.1383 3.1133 10.6764 0.17 -0.45 0.28
H 3.5662 2.7187 9.5432 0.07 -0.05 -0.08
H 4.2474 1.3403 8.6443 0.00 0.35 -0.13
H 4.7605 1.5350 11.3078 0.02 0.01 -0.18
H 6.0262 1.0353 10.1735 -0.13 0.10 0.05
H 5.6058 3.8134 11.3261 0.18 0.05 -0.04
H 7.1316 2.8939 11.0745 -0.14 0.42 -0.02
O 2.5020 1.1896 -9.4888 -0.49 -0.98 1.77
C 2.0763 0.9197 -8.3779 0.54 0.65 -2.11
O 2.0059 -0.3443 -7.8666 0.23 0.28 -0.57
C 1.3591 -0.2999 -6.5956 -0.11 -0.33 0.46
C 1.5253 1.1176 -6.1139 -0.02 0.41 0.98
C 1.5155 1.9063 -7.3989 0.18 0.22 0.45
H 0.3070 -0.5729 -6.7293 0.03 0.02 -0.01
H 1.8284 -1.0189 -5.9177 0.02 -0.05 -0.28
H 0.7513 1.4252 -5.4058 0.19 -0.10 -0.14
H 2.4988 1.2302 -5.6214 -0.12 -0.08 -0.08
H 0.5003 2.1748 -7.7039 0.16 0.08 -0.05
H 2.1471 2.7949 -7.3290 -0.26 -0.06 -0.33
O -4.9865 -7.3790 1.4218 0.84 0.74 -2.11
C -4.7909 -7.2026 0.2306 -0.89 -0.53 2.59
O -3.9086 -6.2934 -0.2783 0.01 -0.08 0.54
C -4.0181 -6.2802 -1.7008 0.11 0.27 -0.55
C -4.6221 -7.6109 -2.0657 0.04 -0.51 -0.82
C -5.5066 -7.9081 -0.8813 0.11 -0.37 -0.35
H -4.6559 -5.4397 -1.9943 0.04 -0.04 0.00
H -3.0278 -6.1458 -2.1457 -0.03 0.11 0.23
H -5.1578 -7.5938 -3.0185 0.13 0.05 0.09
H -3.8333 -8.3700 -2.1345 -0.12 0.15 -0.04
H -6.5029 -7.4727 -0.9981 0.02 -0.12 0.15
H -5.5727 -8.9815 -0.6892 -0.26 0.29 0.21
O 0.6608 1.5193 8.5521 -1.84 -0.76 -0.14
C -0.4780 1.1528 8.7905 1.80 1.03 -0.34
O -1.4076 0.8578 7.8350 0.91 0.09 0.11
C -2.6544 0.5720 8.4671 -0.79 -0.13 -0.16
C -2.3039 0.1770 9.8777 -0.48 -0.47 0.66
C -1.0754 1.0052 10.1571 -0.13 -0.37 0.34
H -3.2789 1.4708 8.4300 0.07 -0.07 -0.02
H -3.1628 -0.2352 7.9317 0.18 0.23 -0.12
H -3.1176 0.3480 10.5875 0.07 -0.06 -0.17
H -2.0440 -0.8881 9.9110 -0.09 0.14 0.00
H -1.3315 1.9954 10.5440 0.19 -0.04 0.00
H -0.3895 0.4901 10.8336 0.07 0.42 -0.09
O -0.6552 5.8377 3.1252 -0.53 -1.97 -1.04
C -1.1755 4.9236 2.5073 1.09 2.09 1.08
O -0.5254 3.7862 2.1227 0.02 0.48 0.36
C -1.4043 2.9899 1.3295 0.08 -0.60 -0.36
C -2.7930 3.4394 1.7014 -0.83 -0.41 -0.06
C -2.5930 4.8993 2.0211 -0.51 -0.21 0.11
H -1.1788 3.1677 0.2727 0.01 0.00 0.05
H -1.2448 1.9309 1.5526 0.24 0.20 0.01
H -3.5289 3.2610 0.9128 0.12 -0.04 0.07
H -3.1262 2.9087 2.6015 0.05 0.04 -0.17
H -2.6757 5.5263 1.1290 0.01 0.09 0.17
H -3.2822 5.2379 2.7981 0.25 0.29 -0.22
O 8.3106 4.1944 -11.5816 -1.73 -0.53 1.10
C 7.3936 3.6066 -11.0322 1.91 1.06 -0.85
O 6.5331 4.1829 -10.1425 0.57 0.12 -0.53
C 5.6612 3.1821 -9.6189 -0.56 -0.05 0.47
C 5.6753 2.0708 -10.6356 -0.58 -0.75 -0.17
C 7.0738 2.1513 -11.1935 -0.36 -0.31 -0.24
H 6.0446 2.8596 -8.6451 0.00 0.03 -0.04
H 4.6591 3.5997 -9.4847 0.27 0.11 0.01
H 5.4297 1.0944 -10.2096 -0.07 0.21 -0.03
H 4.9502 2.2855 -11.4300 0.06 -0.06 0.20
H 7.7817 1.5623 -10.6038 0.07 0.07 -0.16
H 7.1041 1.8550 -12.2446 0.37 0.07 0.22
O -1.5552 3.3991 -5.2606 -0.40 -2.01 -0.98
C -2.0755 2.4849 -5.8785 0.87 2.15 1.02
O -1.4254 1.3475 -6.2631 -0.10 0.45 0.43
C -2.3043 0.5512 -7.0563 -0.01 -0.60 -0.47
C -3.6930 1.0008 -6.6844 -0.82 -0.39 -0.17
C -3.4930 2.4606 -6.3647 -0.46 -0.21 0.13
H -2.0788 0.7291 -8.1130 0.00 -0.02 0.07
H -2.1448 -0.5078 -6.8332 0.20 0.19 0.02
H -4.4289 0.8224 -7.4730 0.14 -0.05 0.09
H -4.0262 0.4700 -5.7842 0.04 0.03 -0.12
H -3.5757 3.0876 -7.2568 0.00 0.08 0.17
H -4.1822 2.7992 -5.5876 0.24 0.30 -0.23
```
Forces are in eV/Å.

Computed properties:
Total charge: +1
Strongest force on any atom: 0.084 hartree/bohr
2S+1: 1
HOMO: -10.77 eV
Calculated total energy: -109537.181 eV
Lowest unoccupied orbital energy: -3.199 eV

ORCA calculation (ωB97M-V with the def2-TZVPD basis set) on a cluster of 14 separate species, C56H102O19 in total.

Structure (XYZ):
```
177
Properties=species:S:1:pos:R:3:forces:R:3
C -8.5313 -4.3720 -2.5692 -1.88 -0.16 0.60
C -8.3732 -4.7507 -1.0862 0.13 1.05 0.18
C -6.8973 -4.3571 -0.8895 -0.58 -0.52 0.23
O -6.2722 -4.8015 -2.0992 0.87 -1.09 2.03
C -7.2011 -4.7607 -3.1467 0.20 0.93 -0.49
H -8.8127 -3.3286 -2.7110 0.51 0.24 0.30
H -9.3853 -4.8803 -3.0169 0.19 -0.38 -0.17
H -8.5788 -5.7974 -0.8619 0.72 -0.38 -0.54
H -9.0574 -4.3182 -0.3561 -0.01 0.86 -0.33
H -6.5717 -4.7853 0.0585 0.81 -0.72 -0.43
H -6.6266 -3.3067 -0.7818 -0.82 0.45 -0.06
H -7.2940 -5.7237 -3.6488 0.46 0.04 -0.18
H -6.7599 -3.9554 -3.7340 -0.58 -0.33 -1.13
C 3.0981 3.5856 -4.0928 1.55 -2.74 -0.06
C 1.9636 3.7546 -3.1772 -0.43 -0.88 0.78
C 1.2911 4.8794 -3.8540 -1.47 1.79 -0.26
O 2.2512 5.6098 -4.5953 0.43 0.94 -0.53
C 3.4653 4.9209 -4.5356 0.66 0.88 0.23
H 2.7468 2.9622 -4.9150 0.38 -0.19 -0.18
H 3.9151 3.1266 -3.5360 0.22 -0.46 -0.52
H 2.2747 4.0095 -2.1641 -0.01 0.11 0.01
H 1.4351 2.8023 -3.1340 -0.44 0.27 0.17
H 0.9243 5.5737 -3.0980 -0.78 0.01 -0.24
H 0.5943 4.6556 -4.6618 -0.85 -0.56 0.77
H 4.0534 5.3316 -3.7149 0.64 0.53 -0.24
H 3.9832 4.9386 -5.4946 0.08 0.27 0.11
C 5.8803 6.0794 0.3493 -1.11 -0.01 -0.64
C 7.1632 6.1549 -0.4173 0.69 0.13 0.98
C 8.1121 5.8242 0.7359 0.28 0.47 -0.91
O 7.4227 5.0256 1.6736 1.09 -0.76 0.77
C 6.0789 4.9664 1.3760 -1.50 0.86 -1.56
H 5.0895 5.8612 -0.3685 -0.56 0.28 0.46
H 5.7415 7.0183 0.8852 -0.34 0.12 -0.21
H 7.3539 7.1774 -0.7432 0.04 -0.21 -0.44
H 7.2737 5.4258 -1.2201 -0.25 0.13 -0.07
H 8.3540 6.7631 1.2337 0.65 -0.07 0.02
H 8.9531 5.3056 0.2755 0.43 -0.01 0.82
H 5.4113 5.1823 2.2102 0.34 -0.37 0.43
H 5.7682 4.0479 0.8781 0.20 -0.57 0.35
C 2.4224 8.0873 5.4400 0.52 2.79 -0.77
C 1.2431 7.8159 4.5801 -0.08 -1.39 -2.41
C 1.1863 6.3023 4.7749 -0.43 -0.25 1.47
O 1.3545 6.1746 6.2213 -0.40 0.14 -0.19
C 2.2303 7.2374 6.6463 0.24 -0.79 -0.09
H 2.4520 9.1727 5.5354 0.10 0.14 0.99
H 3.3764 7.9140 4.9420 -0.15 -0.60 -0.21
H 1.4111 8.0246 3.5236 0.50 0.03 -0.18
H 0.3491 8.4185 4.7407 -0.18 -0.51 0.92
H 2.0350 5.7522 4.3684 0.24 0.47 -0.66
H 0.3068 5.7444 4.4534 -0.26 0.30 0.31
H 3.2133 6.8159 6.8566 -0.10 -0.14 0.74
H 1.8005 7.7659 7.4972 0.01 -0.20 0.06
C -6.9743 1.8844 -5.5495 -0.26 -2.11 0.63
C -6.1352 2.5662 -4.5195 0.78 0.46 2.03
C -6.3303 4.0568 -4.7593 0.16 0.39 -0.93
O -7.0691 4.1309 -6.0208 -0.01 0.06 1.14
C -7.8871 2.9309 -6.0997 1.03 1.37 -1.30
H -7.5193 1.0518 -5.1047 -0.25 0.00 0.13
H -6.3056 1.3681 -6.2383 -0.28 0.53 -0.72
H -5.0917 2.2556 -4.4675 0.15 0.13 -0.79
H -6.4109 2.3251 -3.4928 -0.62 0.00 0.04
H -5.4082 4.6328 -4.8360 0.22 -0.26 -0.71
H -6.7861 4.5859 -3.9224 -0.97 -0.27 -0.05
H -8.0758 2.7756 -7.1620 -0.06 0.05 -0.04
H -8.8584 3.1146 -5.6403 0.11 -0.35 0.58
C 5.7564 -3.0014 -4.5696 0.67 0.97 -0.27
C 4.9701 -3.6714 -3.5095 -2.55 0.96 1.22
C 5.3191 -5.1152 -3.5227 0.06 -0.57 -2.41
O 6.5852 -5.1246 -4.2346 0.16 -2.15 0.51
C 6.9787 -3.8350 -4.4440 2.62 1.49 0.02
H 5.9312 -1.9492 -4.3451 0.10 0.00 0.07
H 5.3460 -3.0191 -5.5793 -0.25 -0.42 0.05
H 3.9103 -3.4819 -3.6799 -0.24 -0.27 0.27
H 5.1934 -3.2558 -2.5269 0.16 0.23 -0.01
H 4.7490 -5.6503 -4.2822 -0.89 -0.22 0.60
H 5.2423 -5.6284 -2.5642 0.68 0.03 -0.01
H 7.7099 -3.6913 -5.2395 -0.33 -0.72 -0.68
H 7.6115 -3.5538 -3.6022 -0.19 0.67 0.64
C -6.1777 1.3760 5.5409 1.41 2.10 1.07
C -6.3947 0.2491 4.5992 -1.04 0.28 -1.13
C -5.6469 -0.9729 5.1873 -1.05 3.80 0.51
O -5.4713 -0.4551 6.5423 1.18 -2.85 1.20
C -6.1185 0.7547 6.8989 -0.60 -1.49 -0.70
H -6.8130 2.2616 5.5282 -0.29 -0.22 -0.55
H -5.1493 1.7280 5.4594 0.13 0.39 -0.55
H -6.1329 0.5312 3.5794 0.11 -0.19 -0.04
H -7.4766 0.1171 4.6164 -0.15 -0.65 -0.28
H -4.6456 -1.0392 4.7616 -0.21 -0.64 0.01
H -6.3543 -1.7840 5.0146 0.70 -0.68 0.78
H -5.5296 1.2568 7.6665 0.21 0.07 -0.29
H -7.0848 0.5230 7.3468 -0.38 0.07 -0.03
C 2.3789 -6.3699 3.9092 -0.28 -0.24 -0.32
C 1.4903 -6.3707 5.1264 -1.22 -0.75 -0.06
C 0.1517 -5.9512 4.4914 0.01 0.02 0.41
O 0.4721 -5.0503 3.4131 -0.16 -0.80 0.48
C 1.8869 -5.0784 3.3109 0.95 1.48 -0.16
H 2.0773 -7.1463 3.2062 0.15 -0.44 0.19
H 3.4329 -6.4839 4.1625 0.00 0.40 -0.33
H 1.8052 -5.6518 5.8828 0.13 -0.04 -0.05
H 1.3595 -7.3574 5.5705 0.20 0.05 0.22
H -0.5170 -5.5045 5.2271 -0.02 0.41 -0.14
H -0.3770 -6.8174 4.0936 0.04 -0.15 -0.18
H 2.2676 -4.2800 3.9479 0.25 0.41 -0.01
H 2.1763 -4.8316 2.2894 -0.06 -0.33 -0.08
C -2.0019 -3.1629 -7.3482 -0.38 1.44 -0.32
C -0.6367 -2.7306 -7.8138 0.67 1.34 -1.22
C 0.2095 -3.8391 -7.3241 -0.92 -1.34 -0.55
O -0.3672 -4.0539 -6.0202 3.30 -1.76 0.90
C -1.6878 -3.7504 -5.9769 -2.22 1.62 -1.13
H -2.4296 -3.8849 -8.0438 0.03 -0.13 0.11
H -2.6998 -2.3323 -7.2430 -0.10 0.00 -0.21
H -0.2643 -1.8070 -7.3709 -0.36 0.14 0.55
H -0.4905 -2.5100 -8.8712 -0.41 -0.45 -0.27
H 1.2842 -3.7470 -7.4809 0.15 0.58 1.45
H 0.0425 -4.7393 -7.9157 -0.46 -0.32 -0.20
H -1.8491 -3.0100 -5.1934 -0.07 0.12 0.16
H -2.4968 -4.4755 -5.8880 0.77 -1.24 0.75
O 0.8641 1.2102 1.0916 -0.82 -3.05 -1.46
C 0.2419 0.3653 0.4241 0.33 3.91 0.46
O 0.7889 -0.4832 -0.4609 0.79 -0.66 0.30
C -0.1706 -1.1409 -1.2998 -1.74 1.21 0.04
C -1.5355 -0.7594 -0.7128 -0.69 0.91 1.92
C -1.2797 0.4786 0.2369 1.52 -1.37 -0.34
H -0.1040 -2.2278 -1.3474 0.75 0.22 0.14
H -0.1808 -0.6936 -2.2938 0.85 -0.19 -0.12
H -1.8327 -1.5413 -0.0139 -0.40 -0.21 -0.34
H -2.3188 -0.5535 -1.4423 0.15 -0.30 -0.01
H -1.6635 0.4507 1.2567 -0.56 -0.28 -0.30
H -1.4414 1.4871 -0.1436 -0.16 -0.19 -0.28
O 4.4047 -0.8164 7.0662 -0.36 0.25 0.31
C 3.2947 -0.3718 7.2262 1.44 -1.04 -0.18
O 2.4294 -0.9493 8.0820 -0.25 -0.08 0.37
C 1.1023 -0.3459 8.0066 1.60 -0.62 -0.41
C 1.3699 0.9215 7.2405 -1.05 1.23 -0.92
C 2.6686 0.7219 6.4278 -0.75 -0.06 1.05
H 0.7436 -0.2534 9.0318 -0.14 0.11 -0.26
H 0.4980 -1.0197 7.3993 -0.22 -0.11 0.33
H 1.4782 1.7882 7.8926 0.11 -0.09 0.07
H 0.4836 1.1065 6.6337 0.13 0.32 -0.20
H 3.2765 1.6261 6.3970 0.05 -0.25 -0.05
H 2.6202 0.2807 5.4322 -0.54 0.33 -0.16
O 9.5878 -1.5145 -0.4276 -1.72 0.14 1.45
C 8.6595 -1.4743 0.3720 2.00 1.17 -2.79
O 7.7118 -0.4841 0.2721 0.33 0.41 0.32
C 6.6885 -0.5818 1.2978 0.69 -2.43 -1.03
C 6.9349 -2.0885 1.7130 -0.95 0.64 0.93
C 8.4033 -2.4200 1.4744 -0.79 0.83 0.58
H 5.7108 -0.4797 0.8269 0.11 -0.01 -0.18
H 6.7266 0.1853 2.0712 0.73 -0.16 0.06
H 6.4640 -2.7628 0.9977 -0.87 0.32 0.25
H 6.5321 -2.1834 2.7214 0.16 -0.71 -0.04
H 8.5564 -3.4363 1.1113 0.20 0.14 0.34
H 9.0666 -2.1360 2.2914 0.08 -0.32 0.09
O 1.5048 -9.5296 -1.1540 -1.75 1.21 -0.08
C 0.3897 -9.0303 -1.1805 3.41 0.02 -0.43
O 0.1934 -7.6753 -1.4047 0.82 -2.23 -0.24
C -1.1677 -7.3654 -1.1725 0.64 0.59 1.78
C -1.8411 -8.6850 -0.7586 -2.81 -0.16 -1.14
C -0.8820 -9.7935 -1.0374 1.36 0.59 0.25
H -1.5170 -6.7461 -1.9987 -0.46 -0.55 -0.06
H -1.0714 -6.7418 -0.2837 -0.72 0.45 -0.04
H -2.7297 -8.8446 -1.3694 -0.12 0.14 -0.25
H -2.2998 -8.7189 0.2296 0.71 0.37 0.29
H -0.9402 -10.2760 -2.0130 -0.61 -0.27 0.15
H -0.6770 -10.5061 -0.2384 -0.46 -0.12 -0.21
O -4.8892 4.6640 0.4970 2.12 4.61 -1.01
C -4.4853 5.8428 0.2710 -0.70 -5.07 -0.09
O -3.2830 6.1475 -0.3818 -2.00 -2.17 1.28
C -3.2126 7.5157 -0.5844 -0.32 1.60 -1.40
C -4.6249 8.0999 -0.2901 1.11 1.85 -0.12
C -5.1738 7.0992 0.6310 -1.17 -0.43 1.64
H -2.9488 7.6757 -1.6298 0.12 0.07 -0.02
H -2.4039 7.9287 0.0186 -0.23 0.18 0.27
H -5.3022 8.2965 -1.1211 0.40 -0.67 -0.52
H -4.5068 9.1089 0.1049 0.04 -0.08 0.46
H -6.2584 7.0396 0.7210 0.01 -0.41 -0.70
H -4.9441 7.2071 1.6910 0.62 0.50 0.19
```
Forces are in eV/Å.

Computed properties:
Total charge: 0
Strongest force on any atom: 0.101 hartree/bohr
2S+1: 1
HOMO: -8.98 eV
Calculated total energy: -98618.156 eV
Lowest unoccupied orbital energy: -0.103 eV